Density functional theory data (ωB97M-V/def2-TZVPD) for a structure of composition C42H45CeN4O3PS2 at a distorted geometry.

Positions of all 98 atoms, in Å:
Ce (0.1786, -0.8201, -0.6581)
O (0.2424, -2.7346, -1.9087)
C (-0.3293, -3.8438, -2.2420)
C (-0.3284, -4.2698, -3.5933)
C (-0.8506, -5.4783, -3.9744)
C (-1.4207, -6.3357, -3.0289)
C (-1.4676, -5.9363, -1.7141)
C (-0.9447, -4.7054, -1.2929)
C (-1.0281, -4.3037, 0.0993)
N (-0.7456, -3.1212, 0.6372)
C (-0.9942, -3.2369, 1.9870)
C (-1.4205, -4.4890, 2.2828)
N (-1.4434, -5.1542, 1.0805)
H (0.1151, -3.5889, -4.3095)
H (-0.8268, -5.7773, -5.0151)
H (-1.8295, -7.2933, -3.3210)
H (-1.9383, -6.6048, -1.0014)
H (-0.8495, -2.4067, 2.6565)
H (-1.7034, -4.9526, 3.2111)
H (-1.6932, -6.1158, 0.9473)
C (-0.2860, 2.1228, -4.8866)
C (-0.5732, 1.1578, -3.7490)
S (0.8536, 0.3790, -3.1107)
C (-1.8300, 0.9308, -3.3174)
C (-3.0282, 1.5785, -3.9723)
S (-2.2618, -0.1177, -1.9741)
H (0.7909, 2.2241, -5.0044)
H (-0.6995, 3.1133, -4.6844)
H (-0.6962, 1.7628, -5.8336)
H (-2.7661, 2.0641, -4.9103)
H (-3.4858, 2.3240, -3.3131)
H (-3.7870, 0.8191, -4.1700)
C (2.4300, -3.2106, 0.4724)
C (3.1044, -2.2982, 1.4856)
C (4.0274, -1.2395, 0.8513)
C (2.0814, -1.7286, 2.5057)
C (2.7819, -1.3625, 3.8268)
O (2.7331, 0.0555, 3.8609)
C (1.8854, 0.4521, 2.8566)
N (1.4198, -0.4740, 2.1191)
C (1.6912, 1.9035, 2.8317)
C (2.2808, 2.6174, 3.8919)
C (2.1952, 3.9864, 3.9922)
C (1.5064, 4.7007, 3.0216)
C (0.9297, 4.0183, 1.9699)
C (1.0097, 2.6311, 1.8406)
P (0.1583, 1.9251, 0.3625)
C (-1.5243, 2.5828, 0.7298)
C (-2.4201, 2.7662, -0.3241)
C (-3.7321, 3.1410, -0.0799)
C (-4.1740, 3.3340, 1.2214)
C (-3.2951, 3.1435, 2.2782)
C (-1.9826, 2.7651, 2.0341)
C (0.7679, 3.1575, -0.8716)
C (2.0608, 2.9536, -1.3587)
C (2.6313, 3.8511, -2.2459)
C (1.9126, 4.9557, -2.6758)
C (0.6314, 5.1703, -2.1933)
C (0.0633, 4.2826, -1.2904)
H (3.1664, -3.6782, -0.1801)
H (1.7304, -2.6440, -0.1352)
H (1.8708, -3.9968, 0.9815)
H (3.7507, -2.9344, 2.1006)
H (4.1705, 0.4275, -0.4462)
H (4.9603, -1.7259, 0.5572)
H (4.2831, -0.5077, 1.6261)
H (1.3263, -2.4955, 2.6740)
H (3.8249, -1.6770, 3.8492)
H (2.2693, -1.7640, 4.7054)
H (2.8159, 2.0615, 4.6459)
H (2.6638, 4.5002, 4.8210)
H (1.4221, 5.7774, 3.0848)
H (0.3938, 4.5771, 1.2162)
H (-2.0791, 2.6149, -1.3389)
H (-4.4154, 3.2743, -0.9093)
H (-5.1961, 3.6380, 1.4105)
H (-3.6303, 3.2988, 3.2970)
H (-1.3070, 2.6138, 2.8679)
H (2.5955, 2.0752, -1.0353)
H (3.6322, 3.6736, -2.6186)
H (2.3465, 5.6488, -3.3856)
H (0.0665, 6.0348, -2.5196)
H (-0.9369, 4.4731, -0.9233)
C (3.7347, -1.2086, -1.7121)
C (3.5069, -0.4549, -0.3897)
O (2.1920, -0.0557, -0.2544)
H (4.7811, -1.4962, -1.8293)
H (3.4591, -0.5481, -2.5351)
H (3.1111, -2.0995, -1.7898)
C (-4.5029, -1.7218, 2.5457)
C (-3.8317, -0.3424, 2.5019)
C (-2.5938, -0.3894, 1.7457)
N (-1.6180, -0.4426, 1.1509)
H (-5.4058, -1.6764, 3.1514)
H (-3.8316, -2.4668, 2.9697)
H (-4.7702, -2.0419, 1.5396)
H (-3.6006, 0.0153, 3.5065)
H (-4.4808, 0.3930, 2.0246)

The value obtained for the HOMO energy (spin up / spin down) is -5.93 / -5.93 eV. As for the HOMO-LUMO gap (spin up / spin down): 5.546 / 5.568 eV. For the lowest unoccupied orbital energy (spin up / spin down), the calculation gives -0.4 / -0.4 eV. The total charge is 0.

Density functional theory data (ωB97M-V/def2-TZVPD) for a cluster of 2 separate species, C3H5NO2 in total.

Positions of all 11 atoms, in Å:
O (-0.0759, -1.5977, -2.2447)
C (-0.8216, -0.7853, -1.8687)
O (-1.5980, 0.0198, -1.5310)
C (1.1072, -0.5753, 0.5438)
C (0.5626, 0.6456, 0.5286)
N (-0.5849, 1.0461, 1.2096)
H (2.0431, -0.7735, 0.0324)
H (0.6385, -1.4069, 1.0682)
H (1.0513, 1.4489, -0.0221)
H (-1.1398, 0.2745, 1.5596)
H (-1.1692, 1.6966, 0.7003)

Its SMILES is O=C=O.C=CN. The value obtained for the HOMO energy is -8.56 eV. As for the HOMO-LUMO gap: 9.201 eV. For the lowest unoccupied orbital energy, the calculation gives 0.6 eV. The total charge is 0. The value obtained for the relative energy (zero: lowest compared OMol25 entry of this formula, charge and spin) is 8.4 kcal/mol.

Density functional theory data (ωB97M-V/def2-TZVPD) for a cluster of 9 separate species, C20H57N17O11P in total at a distorted geometry.

Positions of all 106 atoms, in Å:
C (4.9605, -0.7616, 0.2294)
C (4.5783, 0.6065, 1.1127)
C (5.2429, 0.3100, 2.6202)
C (2.9652, 0.7234, 1.3623)
C (2.1152, 1.4453, 0.1633)
C (1.7406, 0.4114, -1.0533)
C (0.1647, -0.0329, -1.1302)
C (-0.3095, -1.0547, 0.0890)
O (-0.6082, -2.4264, -0.3710)
P (0.5437, 2.2065, 1.0288)
O (-0.2979, 3.1320, 0.0371)
C (2.9580, 2.7269, -0.4116)
C (4.5712, 2.4940, -0.5684)
C (5.2331, 4.0260, -0.6968)
C (4.9448, 1.7702, -2.0293)
N (5.2568, 1.8567, 0.6136)
O (5.1971, 2.7910, 1.6108)
H (4.5432, -0.7321, -0.8632)
H (6.1411, -0.8173, 0.1701)
H (4.6188, -1.6933, 0.8532)
H (6.4194, 0.5121, 2.6265)
H (4.6911, 0.9833, 3.4294)
H (5.0137, -0.8108, 2.9126)
H (2.5513, -0.3942, 1.4364)
H (2.7186, 1.2015, 2.4253)
H (2.3746, -0.5807, -1.0218)
H (1.9922, 0.9762, -2.0645)
H (0.0508, -0.6759, -2.1295)
H (-0.5918, 0.8714, -1.2673)
H (-1.3206, -0.5911, 0.5200)
H (0.4615, -1.0166, 0.9703)
H (0.1286, -2.7235, -0.9908)
H (1.0732, 3.1088, 2.0486)
H (-0.2444, 1.2256, 1.7299)
H (2.4291, 3.0605, -1.4258)
H (2.8126, 3.6435, 0.3314)
H (5.0824, 4.4019, -1.8104)
H (4.6480, 4.7949, -0.0090)
H (6.3863, 3.9672, -0.4186)
H (6.0217, 1.3223, -1.8934)
H (4.2056, 0.8910, -2.2895)
H (4.8903, 2.5279, -2.9325)
C (-0.7155, 0.4827, 4.7247)
O (-0.2315, -0.0560, 3.7419)
N (-0.4951, 0.0441, 5.9772)
N (-1.5127, 1.5632, 4.6433)
H (-0.8847, 0.4744, 6.7989)
H (0.0998, -0.7673, 6.0830)
H (-1.7043, 1.9255, 3.7185)
H (-1.9207, 2.0207, 5.4412)
C (-0.4159, -2.3728, -4.9478)
O (0.0674, -2.5138, -3.8356)
N (-1.6488, -2.8073, -5.2655)
N (0.2411, -1.7705, -5.9553)
H (-2.0639, -2.7004, -6.1756)
H (-2.1775, -3.2666, -4.5355)
H (1.1726, -1.4287, -5.7585)
H (-0.1402, -1.6451, -6.8779)
C (-5.2297, 0.0710, 0.8186)
O (-6.2971, 0.0296, 0.2275)
N (-4.8758, -0.8375, 1.7454)
N (-4.3118, 1.0289, 0.5961)
H (-4.0014, -0.8201, 2.2426)
H (-5.5384, -1.5758, 1.9431)
H (-4.5387, 1.7328, -0.0942)
H (-3.4273, 1.0798, 1.0728)
C (3.4399, -3.5264, 3.7008)
O (4.2353, -2.7215, 3.2426)
N (3.4087, -4.8160, 3.3192)
N (2.5233, -3.1958, 4.6282)
H (2.7613, -5.4936, 3.6850)
H (4.0822, -5.1066, 2.6226)
H (2.5126, -2.2344, 4.9430)
H (1.8599, -3.8444, 5.0174)
C (-4.9318, 1.4629, 5.5146)
O (-4.0696, 0.7813, 6.0460)
N (-5.3390, 2.6424, 6.0172)
N (-5.5520, 1.0954, 4.3788)
H (-6.0475, 3.2178, 5.5940)
H (-4.8974, 2.9560, 6.8716)
H (-5.2751, 0.2138, 3.9673)
H (-6.2644, 1.6432, 3.9263)
C (-9.0773, -3.4319, 1.6801)
O (-9.5026, -4.1472, 2.5733)
N (-8.2084, -2.4292, 1.9026)
N (-9.4393, -3.5823, 0.3932)
H (-7.8470, -1.8297, 1.1801)
H (-7.9102, -2.2818, 2.8579)
H (-10.0921, -4.3258, 0.1823)
H (-9.0998, -3.0033, -0.3563)
C (-3.9551, -4.8229, -7.2074)
O (-3.1597, -4.0181, -7.6656)
N (-3.9863, -6.1126, -7.5890)
N (-4.8717, -4.4923, -6.2800)
H (-4.6337, -6.7902, -7.2232)
H (-3.3128, -6.4031, -8.2856)
H (-4.8824, -3.5310, -5.9652)
H (-5.5351, -5.1410, -5.8908)
C (5.8644, 6.0301, -4.3515)
O (5.7617, 5.0091, -3.6901)
N (5.2602, 6.1888, -5.5430)
N (6.5909, 7.0880, -3.9482)
H (5.3329, 7.0219, -6.1021)
H (4.7034, 5.4159, -5.8835)
H (7.0623, 7.0099, -3.0565)
H (6.6874, 7.9373, -4.4788)

As for the spin multiplicity: 2. The value obtained for the HOMO energy (spin up / spin down) is -8.41 / -8.80 eV. As for the HOMO-LUMO gap (spin up / spin down): 8.719 / 9.063 eV. For the lowest unoccupied orbital energy (spin up / spin down), the calculation gives 0.3 / 0.3 eV. The total charge is 0.

Density functional theory data (ωB97M-V/def2-TZVPD) for a structure of composition C44H96CrNO29S5 at a distorted geometry.

Positions of all 176 atoms, in Å:
Cr (-2.2776, 2.8135, 0.6550)
O (-4.8696, 1.4129, -2.1066)
C (-3.9957, 1.8589, -1.2171)
O (-2.9818, 2.4670, -1.4451)
O (-4.0798, 1.6934, -0.0040)
H (-5.4620, 0.9010, -1.5511)
O (0.8246, 0.4155, 0.1982)
C (-0.1899, 1.2366, 0.3243)
O (-1.2332, 0.9484, 0.8170)
O (-0.2677, 2.4346, -0.0755)
H (0.3781, -0.2880, 0.6749)
O (-3.4635, 6.6554, 0.7261)
C (-3.1283, 5.3533, 0.6319)
O (-2.0992, 4.9473, 0.1200)
O (-3.7762, 4.3899, 0.9264)
H (-2.8173, 7.1195, 0.1888)
C (-1.7153, -1.8975, 3.6545)
S (-1.6186, -1.9076, 1.7910)
O (-0.1137, -2.1169, 1.5444)
C (-2.3092, -3.5351, 1.5759)
H (-1.3070, -0.9726, 4.0619)
H (-1.1274, -2.7214, 4.0592)
H (-2.7675, -2.0828, 3.8705)
H (-3.3164, -3.5114, 1.9918)
H (-1.6951, -4.2223, 2.1579)
H (-2.2472, -3.9172, 0.5569)
C (0.8483, 4.0702, -2.8105)
S (2.2929, 4.3809, -3.9049)
O (1.9066, 3.5752, -5.1309)
C (1.6875, 6.0752, -4.2935)
H (0.8979, 3.0958, -2.3245)
H (-0.0510, 4.1967, -3.4132)
H (0.7695, 4.8620, -2.0655)
H (0.6849, 5.9882, -4.7121)
H (2.3694, 6.6010, -4.9618)
H (1.6641, 6.8132, -3.4916)
C (-0.5857, 3.9908, 4.9362)
S (-0.1551, 4.4386, 3.1743)
O (-1.0303, 3.5932, 2.2866)
C (-0.8036, 6.0846, 3.1710)
H (0.2406, 4.1452, 5.6301)
H (-0.7039, 2.9073, 4.9451)
H (-1.5533, 4.3452, 5.2915)
H (-0.2047, 6.7579, 3.7841)
H (-1.8685, 6.0929, 3.4034)
H (-0.7282, 6.4745, 2.1559)
C (-4.9760, 0.9591, 3.7638)
S (-3.5256, 2.1215, 3.9479)
O (-2.9305, 2.2578, 2.5613)
C (-4.6688, 3.6064, 3.9205)
H (-5.5915, 0.9373, 4.6631)
H (-4.5773, -0.0548, 3.7279)
H (-5.6329, 1.2100, 2.9309)
H (-4.0296, 4.4409, 3.6322)
H (-5.1406, 3.7295, 4.8953)
H (-5.4043, 3.5140, 3.1213)
C (-7.6895, -0.9450, 1.5489)
S (-6.9034, -1.3521, -0.0756)
O (-6.8881, -0.0628, -0.8744)
C (-5.2045, -1.6095, 0.5725)
H (-8.7691, -0.7988, 1.5150)
H (-7.3937, 0.0286, 1.9397)
H (-7.4093, -1.6649, 2.3179)
H (-5.0319, -0.7027, 1.1521)
H (-4.5448, -1.5362, -0.2921)
H (-5.1958, -2.4866, 1.2195)
C (-5.0802, 3.8022, -4.4669)
O (-5.6019, 3.4177, -5.5863)
N (-4.1420, 4.7507, -4.4306)
C (-3.4328, 4.9949, -3.1972)
C (-3.5356, 5.4082, -5.5629)
H (-5.2767, 3.4313, -3.4490)
H (-3.9249, 4.5624, -2.3260)
H (-3.1929, 6.0528, -3.0901)
H (-2.5140, 4.4086, -3.2097)
H (-3.4781, 6.4945, -5.4931)
H (-2.4790, 5.1523, -5.6425)
H (-3.8367, 5.3110, -6.6059)
O (4.1885, -5.5671, 5.5513)
C (3.3940, -5.8736, 4.7012)
O (2.7564, -5.0773, 3.8818)
C (2.6862, -3.6580, 4.0961)
C (3.8548, -2.8936, 3.5223)
C (3.0389, -7.3147, 4.4584)
H (2.6138, -3.3665, 5.1439)
H (1.8124, -3.3805, 3.5066)
H (3.8478, -1.8473, 3.8278)
H (3.8791, -2.8769, 2.4327)
H (4.8496, -3.3203, 3.6507)
H (3.9056, -7.9182, 4.7281)
H (2.6934, -7.4990, 3.4412)
H (2.1617, -7.6577, 5.0069)
O (2.9319, 3.8670, 2.2416)
C (3.1440, 2.8396, 1.6050)
O (3.1599, 1.4723, 2.0670)
C (2.8861, 1.1847, 3.4243)
C (1.6504, 0.2972, 3.5581)
C (3.3208, 2.9372, 0.0940)
H (2.8527, 2.0714, 4.0574)
H (3.6987, 0.6223, 3.8841)
H (1.5512, -0.1437, 4.5500)
H (1.7726, -0.6248, 2.9899)
H (0.7085, 0.7467, 3.2436)
H (4.4063, 2.9035, 0.0007)
H (2.9402, 3.9115, -0.2124)
H (2.8271, 2.1148, -0.4238)
O (-1.4586, 0.8306, -6.8344)
C (-1.7963, 0.9094, -5.6543)
O (-2.7334, 0.1987, -4.9434)
C (-3.6556, -0.5785, -5.6669)
C (-4.4843, -1.3837, -4.6865)
C (-0.9426, 1.7977, -4.7001)
H (-3.0565, -1.2714, -6.2576)
H (-4.2881, 0.1328, -6.1981)
H (-4.9173, -0.7103, -3.9468)
H (-3.8141, -2.1113, -4.2286)
H (-5.2938, -1.9516, -5.1450)
H (-0.6689, 1.2622, -3.7910)
H (-1.4562, 2.7280, -4.4577)
H (-0.0177, 1.9614, -5.2531)
O (-1.4146, -3.5541, -2.6229)
C (-0.9888, -2.4085, -2.8365)
O (-0.4232, -1.9541, -3.9240)
C (-0.0292, -2.7972, -4.9364)
C (1.4376, -3.1439, -4.8246)
C (-1.0071, -1.3445, -1.7938)
H (-0.2780, -2.3244, -5.8864)
H (-0.5692, -3.7439, -4.9242)
H (1.6244, -3.6315, -3.8678)
H (2.1747, -2.3979, -5.1217)
H (1.7541, -3.9045, -5.5384)
H (-1.1178, -0.3631, -2.2549)
H (-0.0368, -1.3018, -1.2989)
H (-1.7969, -1.5907, -1.0841)
O (1.0227, -7.9962, 1.5077)
C (1.1899, -6.9618, 0.8511)
O (2.3303, -6.5053, 0.4660)
C (3.5070, -7.3190, 0.7392)
C (4.7301, -6.4609, 1.1331)
C (-0.0070, -6.0503, 0.4685)
H (3.7143, -7.6707, -0.2715)
H (3.3412, -8.1639, 1.4076)
H (4.5523, -5.9736, 2.0918)
H (4.7700, -5.7535, 0.3048)
H (5.6642, -6.9847, 0.9302)
H (0.3158, -5.1643, -0.0781)
H (-0.4629, -5.8500, 1.4381)
H (-0.7585, -6.6087, -0.0897)
O (7.8277, 0.9971, 3.6142)
C (6.8637, 0.2356, 3.6771)
O (6.0332, -0.0685, 2.5890)
C (6.3568, 0.4351, 1.3306)
C (5.5398, -0.2819, 0.3076)
C (6.3024, -0.1427, 5.0376)
H (7.4217, 0.3551, 1.1122)
H (6.1372, 1.5021, 1.2937)
H (5.8434, -1.3286, 0.3249)
H (5.6934, 0.0737, -0.7113)
H (4.5033, -0.3205, 0.6426)
H (6.8258, -0.9852, 5.4895)
H (5.2281, -0.2952, 4.9342)
H (6.5090, 0.7386, 5.6448)
O (4.0371, -2.8244, -3.0115)
C (3.7181, -2.3038, -1.9607)
O (3.4165, -0.9985, -1.7968)
C (3.4803, -0.0015, -2.8496)
C (2.2053, 0.3420, -3.5441)
C (3.5658, -2.9804, -0.5921)
H (4.2757, -0.1183, -3.5857)
H (3.7199, 0.8997, -2.2851)
H (2.4215, 0.9963, -4.3885)
H (1.5132, 0.8879, -2.9029)
H (1.6621, -0.5428, -3.8763)
H (2.6317, -2.7117, -0.0989)
H (4.3489, -2.6833, 0.1054)
H (3.7108, -4.0576, -0.6739)

As for the spin multiplicity: 4. The value obtained for the HOMO energy (spin up / spin down) is -8.56 / -8.57 eV. As for the HOMO-LUMO gap (spin up / spin down): 7.595 / 8.063 eV. For the lowest unoccupied orbital energy (spin up / spin down), the calculation gives -1.0 / -0.5 eV. The total charge is 0.